Here is C24H27BrN2O2Si2V as an isolated structure from OMol25. Energies are from the ωB97M-V functional and the def2-TZVPD basis.

Structure (ORCA input):
```
! RIJCOSX wB97M-V def2-TZVPD def2/J DEFGRID3
* xyz 0 4
V 0.28706 -0.99335 -2.05049
C 3.77586 -1.13785 -2.84499
O 2.78536 -1.34415 -1.86129
C 3.16726 -1.27565 -0.55009
C 4.48356 -1.23105 -0.12109
C 4.74826 -1.15245 1.24661
Br 6.55896 -1.06175 1.81741
C 3.73946 -1.10475 2.17741
C 2.40606 -1.15205 1.75931
C 2.12106 -1.26985 0.39081
O 0.84196 -1.43095 -0.07899
C 1.37036 -1.07975 2.77121
N 1.45946 -1.65035 3.94221
C 0.32616 -1.30905 4.62431
C -0.07974 -1.63965 5.91461
C -1.26354 -1.09995 6.36651
C -2.03644 -0.24995 5.57211
C -1.66334 0.07375 4.28131
C -0.47854 -0.47095 3.81611
N 0.18556 -0.37445 2.61581
H 4.29736 -0.19055 -2.67749
H 3.24256 -1.10195 -3.79479
H 4.49736 -1.96005 -2.86489
H 5.30606 -1.27045 -0.81579
H 3.94726 -1.02475 3.23001
H 0.23076 -1.57365 0.66661
H 0.52326 -2.28485 6.53191
H -1.60804 -1.32985 7.36301
H -2.93954 0.17225 5.98371
H -2.25924 0.73245 3.67021
H -0.04274 0.27225 1.87421
C -2.95304 -1.72225 -0.55709
Si -2.09334 -0.94615 -2.11399
C -2.99474 -1.75395 -3.62129
C -2.55714 0.93195 -2.10419
C -3.87974 1.35205 -2.08549
C -4.22144 2.69395 -2.05299
C -3.22364 3.65095 -2.05769
C -1.90024 3.24755 -2.09959
C -1.54544 1.90395 -2.11479
Si 0.31086 1.38375 -2.15799
C 1.18626 2.23655 -3.66579
C 1.18866 2.21755 -0.63879
H -4.03384 -1.71075 -0.65749
H -2.70144 -1.16845 0.34581
H -2.65514 -2.76005 -0.41289
H -4.07214 -1.63055 -3.56209
H -2.79644 -2.82165 -3.67139
H -2.66194 -1.30715 -4.55479
H -4.66904 0.61095 -2.09659
H -5.25994 2.99535 -2.02389
H -3.47224 4.70435 -2.03139
H -1.12204 3.99705 -2.12089
H 1.04206 3.31355 -3.64669
H 0.79286 1.86875 -4.61119
H 2.25916 2.05535 -3.64939
H 1.14886 3.29955 -0.71149
H 2.23826 1.93375 -0.58149
H 0.71586 1.93725 0.30031
*
```

<S²>: 3.79
HOMO energy (alpha / beta), eV: -7.5 / -6.7
Energy relative to the best compared isomer or geometry (same formula, charge and spin), kJ/mol: 47.4
Orbital gap (alpha / beta), eV: 7.202 / 6.427
Max |F|, eV/A: 2.44

How positive or negative is each atom? The Mulliken charges in e answer that: -0.08 -1.11 -0.28 0.62 -0.34 -0.43 -0.20 -0.95 0.98 0.56 -0.65 -0.15 -0.77 0.56 -0.77 -0.49 -0.50 -0.89 0.64 0.18 0.43 0.29 0.37 0.55 0.60 0.31 0.46 0.38 0.39 0.44 -0.07 -1.30 0.71 -1.28 0.18 -0.31 -0.66 -0.67 -0.42 0.18 0.74 -1.27 -1.35 0.37 0.28 0.34 0.33 0.35 0.33 0.29 0.39 0.38 0.29 0.35 0.33 0.30 0.46 0.27 0.30


Here is a single C4H10O2 molecule from OMol25. Energies are from the ωB97M-V functional and the def2-TZVPD basis.

Structure (ORCA input):
```
! RIJCOSX wB97M-V def2-TZVPD def2/J DEFGRID3
* xyz 0 1
C 2.52609 -0.29544 -0.47908
O 1.40429 -0.25996 0.36471
C 0.19150 -0.15533 -0.34640
C -0.93643 0.09154 0.65265
C -2.09719 0.84008 0.02334
O -1.44489 -1.12199 1.18113
H 2.56630 -1.22644 -1.06347
H 2.52427 0.55388 -1.18149
H 3.41641 -0.22960 0.15144
H -0.02050 -1.08587 -0.89850
H 0.25440 0.66901 -1.07699
H -0.50545 0.69966 1.46134
H -2.91114 0.95519 0.74433
H -2.48346 0.30363 -0.84878
H -1.77495 1.83433 -0.29885
H -0.70927 -1.57266 1.61463
*
```

HOMO energy, eV: -10.0
Energy relative to the best compared isomer or geometry (same formula, charge and spin), kJ/mol: 102.7
Orbital gap, eV: 11.036
Max |F|, eV/A: 0.42
SMILES string: COC[C@@H](C)O

How positive or negative is each atom? The Mulliken charges in e answer that: -0.70 -0.30 -0.63 0.50 -1.40 -0.58 0.28 0.30 0.25 0.32 0.35 0.21 0.36 0.32 0.38 0.34


Here is C24H42CaCl3N4O3SSi as an isolated structure from OMol25. Energies are from the ωB97M-V functional and the def2-TZVPD basis.

Structure (ORCA input):
```
! RIJCOSX wB97M-V def2-TZVPD def2/J DEFGRID3
* xyz -1 1
C 1.10342 -3.62905 -2.28349
C 1.03225 -2.31352 -2.99069
H 1.24481 -4.45520 -2.98512
H 0.17302 -3.78035 -1.71467
H 1.93613 -3.64156 -1.56509
C 0.81054 -2.15981 -4.30287
C 0.48681 -3.27838 -5.24089
H 0.83318 -1.16617 -4.75955
H -0.06050 -4.09454 -4.74415
H 1.38454 -3.71496 -5.70325
H -0.14070 -2.90054 -6.05958
Ca -0.88645 0.57938 1.58451
Cl 1.72026 0.08000 1.33979
Cl -2.43621 -0.07038 3.57144
H -0.91335 3.17422 6.19251
H 1.08577 1.15694 7.04934
C -1.23032 2.31002 5.59777
C 0.43326 0.59765 6.36183
N -0.07802 1.46137 5.30851
H -1.67662 2.64159 4.66219
C 0.49287 1.49055 4.10953
O 0.02023 2.16729 3.15042
H 1.01208 -0.21975 5.91030
H 1.38350 0.84619 3.95554
H -1.95743 1.72613 6.16407
H -0.40329 0.18810 6.93977
H -2.38776 -2.32435 -1.78807
H -2.25721 -0.70583 -4.15522
C -3.29679 -1.70830 -1.70084
C -3.10968 -0.21189 -3.66195
N -3.05622 -0.36409 -2.21384
H -3.60693 -1.65368 -0.65127
C -2.63185 0.62092 -1.41107
O -2.43274 0.50106 -0.18567
H -3.11345 0.85436 -3.91842
H -2.45860 1.58694 -1.92475
H -4.08983 -2.14806 -2.31665
H -4.02669 -0.68640 -4.03098
O -0.26145 -1.21964 -1.56440
C 0.97243 -1.10765 -2.02508
C 0.41404 0.91311 -3.46639
C 1.32453 0.27319 -2.63069
H -0.58512 0.47641 -3.55494
C 0.78495 2.06770 -4.15974
H 1.68547 -1.30299 -1.20354
C 2.55545 0.86448 -2.35945
H 0.06224 2.56152 -4.81349
C 2.06841 2.58412 -3.98632
C 2.94462 2.00273 -3.06492
H 3.18769 0.43483 -1.57575
H 2.39399 3.46532 -4.54725
H 3.93835 2.43203 -2.90257
Si -1.03463 -3.33987 2.57632
Cl -0.84367 -2.06487 0.84725
C -2.84508 -3.41141 3.03309
C 0.06660 -2.62616 3.90821
C -0.48968 -5.07609 2.13859
H -3.46343 -2.80163 2.36597
H -3.00513 -3.03712 4.05010
H -3.20920 -4.44653 2.99363
H -1.22574 -5.57009 1.49380
H -0.40157 -5.67722 3.05430
H 0.48228 -5.09201 1.63412
H 0.68475 -1.80746 3.52314
H 0.74153 -3.40143 4.29894
H -0.51310 -2.23355 4.75237
C 1.83008 5.17996 -1.78906
N 1.90778 4.75654 -0.40062
C 2.60503 5.38124 0.61968
C 2.42980 4.62325 1.74264
N 1.66385 3.53905 1.37532
C 1.29009 3.61693 0.06318
S 0.26286 2.61698 -0.80691
H 2.54151 4.61184 -2.39952
H 0.82051 4.97748 -2.16540
H 2.06027 6.24771 -1.85539
H 3.14922 6.30161 0.45361
H 2.75402 4.75083 2.76102
H 1.35344 2.78093 1.99671
*
```

HOMO energy, eV: -3.2
Energy relative to the best compared isomer or geometry (same formula, charge and spin), kJ/mol: 0.0
Orbital gap, eV: 5.653
Max |F|, eV/A: 2.40

How positive or negative is each atom? The Mulliken charges in e answer that: -1.57 0.46 0.45 0.13 0.29 0.25 -1.65 0.37 0.38 0.29 0.38 1.14 -0.66 -0.74 0.35 0.29 -1.02 -0.89 0.36 0.30 0.10 -0.89 0.29 0.38 0.34 0.30 0.11 0.25 -0.90 -0.95 0.35 0.26 0.05 -0.81 0.31 0.33 0.40 0.35 0.03 -0.34 0.48 -0.05 0.22 -0.80 0.15 -0.20 0.33 -0.52 -0.68 0.32 0.47 0.32 0.22 0.03 -1.04 -0.82 -1.08 0.26 0.31 0.34 0.27 0.34 0.29 0.13 0.46 0.27 -0.81 0.23 -0.51 -0.42 0.43 -0.45 -0.18 0.19 0.28 0.36 0.38 0.41 0.18


Here is a single C4H6BrN3 molecule from OMol25. Energies are from the ωB97M-V functional and the def2-TZVPD basis.

Structure (ORCA input):
```
! RIJCOSX wB97M-V def2-TZVPD def2/J DEFGRID3
* xyz 0 1
C 2.06524 -0.19554 0.94715
C 1.07112 -0.99796 1.44162
C 1.47273 0.57968 0.03703
C -2.18069 0.46994 -0.81837
N -0.08706 -0.80682 0.92722
N 0.14641 0.17528 -0.02519
N -0.59316 0.41413 -1.09247
Br -0.36554 -1.05847 -2.41208
H 3.10653 0.07954 1.36549
H 1.08855 -1.69550 2.33453
H 1.88570 1.38718 -0.49502
H -2.71263 -0.07823 -1.52303
H -2.47963 0.18173 0.16123
H -2.41756 1.54505 -0.84811
*
```

HOMO energy, eV: -9.4
Energy relative to the best compared isomer or geometry (same formula, charge and spin), kJ/mol: 266.8
Orbital gap, eV: 9.141
Max |F|, eV/A: 4.76
SMILES string: CN(Br)n1cccn1

How positive or negative is each atom? The Mulliken charges in e answer that: -0.46 -0.11 -0.26 -0.60 -0.68 0.79 -0.51 -0.09 0.27 0.36 0.42 0.26 0.32 0.29


Here is C12H30AgF2N7O10S2 as an isolated structure from OMol25. Energies are from the ωB97M-V functional and the def2-TZVPD basis.

Structure (ORCA input):
```
! RIJCOSX wB97M-V def2-TZVPD def2/J DEFGRID3
* xyz 2 3
Ag -0.26470 0.06121 0.16060
N -2.21585 0.20011 -0.59567
S -3.37134 1.22164 -0.78933
O -4.61539 1.11405 0.00516
O -3.37892 1.98430 -2.04446
F -2.55790 2.24248 0.13783
S -2.69400 -0.67324 -2.03323
O -2.03848 -0.35494 -3.32936
O -4.08886 -1.07988 -2.15161
F -1.96042 -1.99477 -1.59680
O -1.15124 0.26524 2.34489
C -1.54957 -0.02109 3.48749
N -1.22959 -1.11612 4.04205
C -2.40291 0.97010 4.26218
H -1.11334 -1.10727 5.04530
H -0.73932 -1.74354 3.42070
H -3.16763 1.35167 3.58564
H -1.82570 1.86272 4.50333
H -2.92573 0.52953 5.11110
O 1.69329 -0.39067 1.29160
C 2.92718 -0.49308 1.32581
N 3.59632 0.45333 1.92388
C 3.70922 -1.72656 0.77933
H 4.56851 0.56742 1.67503
H 3.07835 1.25413 2.25635
H 3.22848 -2.61851 1.18110
H 4.75169 -1.60823 1.07489
H 3.71237 -1.72273 -0.31066
O 1.00542 -1.06511 -1.44852
C 1.32645 -1.98044 -2.15183
N 1.76531 -3.10706 -1.62700
C 1.20093 -2.04082 -3.67898
H 1.76262 -3.27270 -0.63068
H 2.36799 -3.71384 -2.16430
H 1.04231 -3.04431 -4.07389
H 2.23151 -1.82041 -3.95724
H 0.51415 -1.28206 -4.05408
O 0.61716 2.10156 0.86358
C 1.23820 3.15965 0.97949
N 2.38393 3.33955 0.48094
C 0.47477 4.34458 1.53248
H 2.85262 2.54516 0.06941
H 2.76938 4.23022 0.20125
H -0.60741 4.30582 1.40808
H 0.86023 5.27889 1.12433
H 0.73834 4.29791 2.58910
O -0.00984 1.59042 -1.86355
C 0.04619 2.30145 -2.88472
N -0.67577 1.97016 -3.97022
C 0.93871 3.47132 -2.81898
H -1.19624 1.10493 -3.94628
H -0.53709 2.51674 -4.80815
H 0.52892 4.19384 -3.52477
H 1.91486 3.34244 -3.28656
H 1.01624 3.83397 -1.79401
O -0.94767 -2.07508 0.93912
C -1.57344 -3.14630 1.04069
N -2.33236 -3.46152 2.05128
C -1.18746 -4.31126 0.12762
H -2.75267 -4.37695 2.12489
H -2.53546 -2.70905 2.69365
H -1.25533 -4.16570 -0.95048
H -1.78272 -5.22198 0.19358
H -0.17721 -4.56138 0.45158
*
```

<S²>: 2.01
HOMO energy (alpha / beta), eV: -14.8 / -14.7
Energy relative to the best compared isomer or geometry (same formula, charge and spin), kJ/mol: 36.0
Orbital gap (alpha / beta), eV: 9.298 / 4.173
Max |F|, eV/A: 10.25

How positive or negative is each atom? The Mulliken charges in e answer that: 3.16 0.04 0.69 -0.55 -0.55 -0.30 0.54 -0.76 -0.50 -0.15 -0.34 0.51 -0.29 -1.22 0.23 0.13 0.29 0.31 0.42 -0.62 0.71 -0.36 -1.00 0.24 0.21 0.21 0.47 0.16 -0.69 0.62 -0.25 -1.39 0.13 0.21 0.41 0.44 0.18 -0.60 0.39 -0.18 -1.30 0.21 0.29 0.25 0.46 0.36 -0.07 0.63 -0.13 -1.13 0.24 0.23 0.47 0.35 0.15 -0.48 0.58 -0.31 -1.08 0.23 0.19 0.19 0.45 0.24


Here is C31H54Br3NO20 as an isolated structure from OMol25. Energies are from the ωB97M-V functional and the def2-TZVPD basis.

Structure (ORCA input):
```
! RIJCOSX wB97M-V def2-TZVPD def2/J DEFGRID3
* xyz 0 1
C -11.07935 1.78197 -4.61506
C -11.52087 2.35896 -3.36705
C -10.81081 2.19024 -2.22042
C -9.55900 1.60202 -2.24171
C -9.05204 1.12894 -3.51928
C -9.82939 1.19842 -4.67224
N -8.77053 1.51961 -0.98920
O -9.51288 1.33951 0.05381
O -7.59179 1.46388 -1.00801
H -11.63703 1.85804 -5.53679
H -12.47477 2.80549 -3.12811
H -11.05444 2.71079 -1.30605
H -8.03382 0.77342 -3.57615
H -9.42679 0.68825 -5.53482
C 9.60895 -4.49593 1.44813
C 8.34524 -5.30972 0.94375
O 8.41780 -6.58112 1.39203
C 7.72750 -7.59632 0.83257
O 6.93129 -7.56868 -0.06297
O 8.46617 -8.70742 1.18352
C 8.02946 -10.02871 0.98459
H 10.25156 -4.26644 0.59814
H 10.20218 -5.02549 2.19362
H 9.19390 -3.61586 1.93936
H 8.06550 -5.15904 -0.09891
H 7.46428 -4.90020 1.43802
H 8.86195 -10.57041 0.53555
H 7.23843 -10.07269 0.23596
H 7.74844 -10.61801 1.85743
C 7.21706 10.74829 -5.77321
C 7.65313 9.44744 -6.39837
O 6.63221 8.48555 -6.49051
C 6.38125 7.49811 -5.58756
O 7.10576 7.19565 -4.61575
O 5.28656 6.94757 -5.94279
C 4.70258 5.84985 -5.25304
H 6.46565 11.18329 -6.43219
H 8.04259 11.45744 -5.71234
H 6.70961 10.77845 -4.80901
H 8.45133 9.01703 -5.79361
H 7.95308 9.54004 -7.44219
H 4.19136 6.25715 -4.38077
H 5.42501 5.10744 -4.91390
H 4.10843 5.32035 -5.99783
C 0.33882 2.92163 5.02010
C 1.58951 2.01725 5.07831
O 2.57462 2.83060 5.67816
C 3.75258 2.20415 5.79224
O 4.01936 0.98738 5.53992
O 4.69416 3.05581 6.39033
C 5.97898 2.59941 6.76971
H -0.51316 2.31038 4.72245
H 0.41218 3.70312 4.26379
H 0.02573 3.49962 5.88959
H 1.96598 1.61419 4.13814
H 1.35661 1.23403 5.79971
H 6.09691 2.80035 7.83451
H 6.87044 3.11642 6.41462
H 6.39726 1.60735 6.59949
C -5.23181 -3.32792 8.05160
C -4.53269 -2.03683 7.45672
O -3.19658 -2.07213 8.09536
C -3.14076 -1.49149 9.39323
O -4.07337 -0.97133 9.97716
O -1.85530 -1.50525 9.73632
C -1.33887 -1.19309 10.98086
H -6.30649 -3.29998 7.87167
H -4.99590 -3.50148 9.10151
H -4.87662 -4.18809 7.48412
H -5.01348 -1.06624 7.57875
H -4.34807 -2.20420 6.39559
H -1.60560 -0.19327 11.32337
H -0.25452 -1.19305 10.87007
H -1.47387 -1.93048 11.77214
C -3.53144 3.51174 -8.74478
C -2.63295 4.75424 -9.15747
O -3.38314 5.65180 -9.99554
C -4.21386 6.52621 -9.49431
O -4.56900 6.68186 -8.37790
O -4.53806 7.27505 -10.56963
C -5.21282 8.56999 -10.54536
H -3.98731 3.14535 -9.66458
H -4.33705 3.82131 -8.07900
H -3.02030 2.61513 -8.39416
H -1.84358 4.31660 -9.76859
H -2.23850 5.30497 -8.30354
H -5.39045 8.85031 -11.58361
H -4.59188 9.35017 -10.10508
H -6.21990 8.59176 -10.12894
C -2.00397 -9.80470 0.40335
C -1.96446 -9.72571 2.02570
O -1.49639 -8.44781 2.42984
C -0.46028 -8.39478 3.17170
O 0.19959 -9.28197 3.68901
O -0.07603 -7.19641 3.23218
C 0.83232 -6.86221 4.35127
H -1.24451 -10.50379 0.05322
H -1.74573 -8.85700 -0.06916
H -3.01503 -10.02796 0.06273
H -1.43710 -10.47063 2.62158
H -3.01167 -9.85340 2.29984
H 1.87820 -6.93147 4.05222
H 0.75606 -7.39441 5.29945
H 0.73759 -5.79662 4.56019
C -0.87573 -1.83610 -0.97354
Br -0.84973 -0.19574 -1.94103
Br 1.01460 -2.68847 -0.85511
Br -2.08525 -3.15747 -1.74756
H -1.28344 -1.60395 0.01032
*
```

HOMO energy, eV: -10.0
Energy relative to the best compared isomer or geometry (same formula, charge and spin), kJ/mol: 533.3
Orbital gap, eV: 9.355
Max |F|, eV/A: 5.65

Atomic partial charges in e from the Mulliken method, atoms 1 to 99: -0.44 -0.48 -0.22 0.26 -0.32 -0.38 0.85 -0.53 -0.54 0.37 0.34 0.36 0.37 0.37 -0.96 -0.35 -0.25 0.69 -0.54 -0.31 -0.66 0.29 0.31 0.27 0.40 0.28 0.23 0.34 0.26 -1.11 -0.16 -0.31 0.76 -0.60 -0.31 -0.65 0.31 0.35 0.31 0.33 0.23 0.28 0.33 0.24 -1.25 -0.16 -0.23 0.70 -0.58 -0.30 -0.74 0.37 0.33 0.32 0.35 0.26 0.29 0.30 0.34 -0.91 -0.26 -0.30 0.66 -0.54 -0.30 -0.67 0.31 0.28 0.30 0.32 0.25 0.30 0.25 0.30 -1.09 -0.19 -0.31 0.71 -0.53 -0.32 -0.65 0.31 0.29 0.37 0.25 0.31 0.25 0.29 0.30 -1.00 -0.31 -0.31 0.83 -0.62 -0.32 -0.72 0.29 0.33 0.30